# 1
Below is a molecular structure, C46H40AsCl5N2O3S2Tc, with properties calculated with the ωB97M-V functional and the def2-TZVPD basis.

- Energy above the lowest of the compared OMol25 structures with the same formula, charge and spin: 1.4 kcal/mol
- Electronic energy: -204795.100 eV
- Total charge: 0
- E_HOMO (spin up / spin down): -6.89 / -6.88 eV
- LUMO level (spin up / spin down): -0.1 / -0.1 eV
- Spin multiplicity: 2
- HOMO-LUMO gap (spin up / spin down): 6.8 / 6.8 eV

Atoms and positions in Å:
Tc (-0.2387, 1.0758, -0.9679)
As (0.5393, -1.1156, 2.4061)
Cl (-4.3089, -1.4161, -6.0227)
Cl (-3.2284, -0.4714, 0.0276)
Cl (-5.2823, -2.6371, -0.8609)
Cl (-5.8434, -3.1178, -3.8974)
Cl (-2.2325, 0.7415, -5.0962)
S (-0.8085, 2.8196, 1.8132)
S (1.8105, 1.5689, 0.0838)
O (-0.4183, 0.0082, 1.6678)
O (-1.9674, 0.9633, -2.2661)
O (-1.1881, 2.5609, 0.3626)
N (0.0646, -0.5124, -1.4656)
N (0.2759, 2.8907, -2.0884)
C (1.2985, 4.5864, -4.0538)
C (1.4405, -2.3927, 1.2825)
C (-0.5381, 3.6315, -2.8201)
C (-4.0252, -1.1499, -4.3437)
C (-4.7134, -1.9137, -3.3988)
C (1.6062, -2.5922, -4.0452)
C (3.8636, 2.6414, -1.3849)
C (-2.8316, 0.0659, -2.5731)
C (0.3482, -1.5997, -2.2657)
C (2.5047, 2.4609, -1.2550)
C (-2.9697, 4.3065, 2.2855)
C (-1.0188, -3.3653, 5.6040)
C (-1.3467, -2.9376, -0.9473)
C (-0.1503, -2.6230, 4.8147)
C (-2.0214, 3.6200, -2.6146)
C (-0.0353, 4.4913, -3.8314)
C (-2.3052, -3.6340, 5.1581)
C (-0.2775, -2.8285, -1.9947)
C (-3.1144, -0.1902, -3.9404)
C (3.1107, -2.8559, -0.3806)
C (1.1630, -3.7508, 1.3887)
C (-4.4659, -1.6881, -2.0496)
C (1.6455, 3.0740, -2.2080)
C (1.2708, -1.4608, -3.3165)
C (1.8606, -4.6597, 0.6048)
C (3.5973, 4.0325, -3.3270)
C (2.1964, 3.8916, -3.2110)
C (-1.8728, -2.4064, 3.1374)
C (1.9521, -0.3541, 3.4605)
C (-2.7338, -3.1542, 3.9269)
C (-3.0713, 3.1684, 3.2973)
C (2.9224, 1.5384, 4.5695)
C (-2.1339, 2.0643, 2.8085)
C (-0.5782, -2.1492, 3.5814)
C (2.4203, -1.9430, 0.4013)
C (-1.4741, 4.4827, 2.0680)
C (3.9677, 0.7397, 5.0109)
C (1.8636, -0.1211, -3.6399)
C (3.0076, -1.1542, 3.8871)
C (4.4135, 3.4078, -2.4272)
C (2.8313, -4.2118, -0.2791)
C (1.0233, -3.8214, -3.7670)
C (4.0136, -0.6055, 4.6683)
C (1.9106, 0.9925, 3.7928)
C (0.0807, -3.9314, -2.7580)
C (-3.5534, -0.7213, -1.6479)
H (3.3659, -4.9206, -0.8983)
H (2.9005, 2.5910, 4.8201)
H (0.8527, -2.4115, 5.1662)
H (-0.9841, 4.8948, 2.9538)
H (-2.2923, 3.2329, -1.6382)
H (-2.6099, 1.3918, 2.1005)
H (-2.9789, -4.2151, 5.7744)
H (2.5099, 0.2368, -2.8348)
H (4.5181, 2.1807, -0.6552)
H (-1.1861, 5.0654, 1.1949)
H (5.4884, 3.5107, -2.5003)
H (2.4488, -0.1755, -4.5575)
H (-4.0879, 2.7898, 3.4029)
H (1.6393, -5.7165, 0.6820)
H (-0.3903, -4.8866, -2.5565)
H (1.1080, 1.6132, 3.4147)
H (-0.7468, 5.0479, -4.4261)
H (-2.2055, -2.0103, 2.1835)
H (-3.7389, -3.3588, 3.5820)
H (4.8369, -1.2242, 5.0004)
H (1.6926, 5.2150, -4.8436)
H (-2.3266, -2.7544, -1.3944)
H (1.2936, -4.6914, -4.3523)
H (-1.3602, -3.9369, -0.5117)
H (2.3209, -2.5039, -4.8550)
H (2.6285, -0.8828, 0.3085)
H (-2.4984, 2.9960, -3.3694)
H (-1.6758, 1.4614, 3.5891)
H (-0.6899, -3.7322, 6.5675)
H (-1.2118, -2.1961, -0.1595)
H (3.0555, -2.1981, 3.5976)
H (0.4038, -4.1036, 2.0768)
H (3.8569, -2.5049, -1.0816)
H (3.9986, 4.6481, -4.1220)
H (-3.4454, 4.0248, 1.3440)
H (-2.7514, 3.5264, 4.2792)
H (-3.4371, 5.2249, 2.6414)
H (4.7572, 1.1686, 5.6144)
H (-2.3897, 4.6416, -2.7253)
H (1.0754, 0.6229, -3.7758)

Atoms 1-2, force components in eV/Å:
Tc -0.0039 -0.2279 -0.0017
As -0.0503 -0.1134 -0.0777

***

# 2
Below is a molecular structure, C46H40ClLaN8P in a non-equilibrium geometry, with properties calculated with the ωB97M-V functional and the def2-TZVPD basis.

- Electronic energy: -82941.322 eV
- Total charge: +1
- E_HOMO: -8.01 eV
- LUMO level: -2.7 eV
- HOMO-LUMO gap: 5.3 eV

Atoms and positions in Å:
La (11.2899, 10.5505, 11.9553)
Cl (13.5134, 11.6828, 10.9776)
P (14.4258, 9.1988, 13.8757)
N (12.2269, 12.4891, 13.9560)
N (9.7710, 10.4280, 7.4296)
N (10.0782, 13.0462, 11.5798)
N (10.9330, 10.7585, 9.3072)
N (7.5585, 9.3649, 9.1807)
N (10.2654, 8.8967, 13.8174)
N (9.4635, 11.5924, 13.9643)
N (8.9905, 9.1995, 10.8844)
C (16.5645, 9.9260, 15.5652)
C (13.4930, 14.3869, 14.7146)
C (8.6213, 6.8088, 14.8511)
C (10.3411, 11.6181, 15.1479)
C (8.8729, 12.9246, 13.6643)
C (12.5435, 7.5790, 17.7713)
C (7.9235, 14.2857, 10.2716)
C (6.8648, 8.7227, 10.2471)
C (12.8193, 8.9312, 17.6391)
C (8.8164, 9.6794, 9.6303)
C (16.2981, 7.0817, 13.3562)
C (11.7665, 13.4652, 16.1216)
C (8.1815, 8.1323, 14.7577)
C (18.1496, 11.6740, 15.0838)
C (12.8108, 6.6685, 9.7573)
C (13.4925, 9.3997, 16.5200)
C (11.4680, 12.5789, 15.0872)
C (12.3070, 7.6447, 10.6960)
C (13.8975, 8.5562, 15.4630)
C (13.9820, 6.0214, 9.9460)
C (17.5588, 11.8789, 13.8710)
C (13.1329, 8.0649, 11.7146)
C (10.2419, 13.5729, 10.3717)
C (14.3155, 7.3633, 11.9525)
C (9.0100, 9.1379, 14.2182)
C (8.8960, 13.2567, 12.1955)
C (13.0330, 6.7175, 16.8048)
C (10.7294, 7.6293, 13.9495)
C (10.9530, 11.0650, 7.0648)
C (8.4188, 10.5507, 14.2133)
C (14.7967, 6.3899, 11.0561)
C (9.7941, 10.2676, 8.7740)
C (15.9449, 5.6381, 11.4044)
C (7.8011, 8.6032, 11.2427)
C (13.6658, 7.1985, 15.6477)
C (12.7608, 14.4378, 15.8945)
C (15.1378, 7.7951, 13.0487)
C (16.6797, 6.0050, 12.5362)
C (9.1644, 14.1084, 9.6428)
C (15.9489, 10.1150, 14.3043)
C (9.9771, 6.5998, 14.4783)
C (7.8078, 13.8618, 11.5952)
C (16.4453, 11.1531, 13.4950)
C (11.6396, 11.2245, 8.2274)
C (13.1914, 13.3881, 13.7686)
C (17.6278, 10.7025, 15.9225)
H (9.4118, 13.7030, 14.1830)
H (10.4876, 5.6530, 14.5973)
H (10.7513, 10.5928, 15.2484)
H (12.8872, 5.6205, 16.9083)
H (14.2882, 15.0897, 14.5151)
H (14.0494, 6.4431, 14.9670)
H (6.9018, 14.0160, 12.1521)
H (7.6318, 10.6239, 13.4381)
H (7.7461, 8.0726, 12.1760)
H (16.2366, 9.1338, 16.2254)
H (7.0703, 14.6588, 9.6988)
H (18.0970, 10.5118, 16.9103)
H (17.9885, 12.5423, 13.1506)
H (8.9648, 10.1736, 6.8411)
H (7.1333, 9.6962, 8.3069)
H (11.2005, 13.3762, 17.0920)
H (16.2270, 4.7992, 10.7429)
H (12.0091, 7.1794, 18.6357)
H (7.1338, 8.3779, 14.9714)
H (11.1558, 11.3487, 6.0409)
H (7.8905, 10.7287, 15.1900)
H (7.8469, 12.9782, 14.0149)
H (5.8570, 8.3001, 10.1237)
H (12.1984, 6.4126, 8.8835)
H (12.5439, 9.5921, 18.4645)
H (11.7681, 7.4715, 13.5909)
H (11.2521, 13.6481, 9.9499)
H (16.8584, 7.3831, 14.2565)
H (16.0077, 11.2459, 12.4828)
H (14.3772, 5.3425, 9.1819)
H (13.7606, 13.2638, 12.8540)
H (9.3555, 14.3441, 8.5893)
H (19.0444, 12.2382, 15.3799)
H (12.6033, 11.6391, 8.4278)
H (12.9182, 15.2065, 16.6413)
H (17.5261, 5.3891, 12.7964)
H (13.7460, 10.4623, 16.4430)
H (9.7077, 11.8034, 16.0398)
H (8.0009, 6.0140, 15.2380)
H (11.2767, 8.0512, 10.5145)

Atoms 1-2, force components in eV/Å:
La 1.8053 -0.8426 0.6767
Cl 0.1333 0.2565 -0.3201

***

# 3
Below is a molecular structure, C46H40ClN6O8P2STi in a non-equilibrium geometry, with properties calculated with the ωB97M-V functional and the def2-TZVPD basis.

- Energy above the lowest of the compared OMol25 structures with the same formula, charge and spin: 32.4 kcal/mol
- Electronic energy: -138710.333 eV
- Total charge: +1
- E_HOMO: -10.11 eV
- LUMO level: -3.9 eV
- HOMO-LUMO gap: 6.2 eV

Atoms and positions in Å:
Ti (0.5110, -0.0574, 0.2921)
Cl (0.4961, 2.4569, 1.4582)
S (-1.1837, 2.1862, -1.5629)
P (-0.9916, -1.1692, 2.3739)
P (-1.8296, -0.7525, -0.8136)
O (8.6626, -0.5116, 2.2314)
O (1.6107, -0.4639, 1.9100)
O (2.7279, -0.2737, 0.0803)
O (-0.5425, 1.3730, 1.3308)
O (-0.0227, 3.6952, 1.0598)
O (1.4891, 1.9333, 0.5019)
O (7.6530, -0.7655, 0.3445)
O (1.0059, 2.4537, 2.7732)
N (0.8704, -2.0213, -0.5600)
N (1.2807, 1.5135, -2.3933)
N (7.6689, -0.5655, 1.5406)
N (-3.2766, -2.1070, 1.1290)
N (0.7328, 3.6861, -2.6001)
N (1.0208, 0.3368, -1.8299)
C (0.1180, -5.3698, 3.9617)
C (0.0595, -0.2698, 4.8278)
C (1.4164, -1.9703, -1.8044)
C (-6.6934, -2.9373, 2.2616)
C (-1.8045, -0.8863, -4.9148)
C (-5.7379, 0.2415, -1.3121)
C (-4.4844, -2.7985, 1.2981)
C (5.2162, -0.4532, 1.4559)
C (-4.4926, -0.3574, -1.4139)
C (-3.5641, 1.3257, 0.0342)
C (-6.8986, -4.1712, 1.6616)
C (-4.8123, 1.9223, 0.1325)
C (-3.3980, 0.1773, -0.7355)
C (1.8972, -4.3136, -1.7689)
C (2.7570, -0.3591, 1.3226)
C (-4.6897, -4.0462, 0.7043)
C (1.9461, -3.0997, -2.4199)
C (-5.8914, -4.7161, 0.8805)
C (-5.9000, 1.3801, -0.5360)
C (1.3214, -4.3706, -0.5019)
C (-1.1956, -5.0718, 3.6375)
C (-5.5041, -2.2496, 2.0795)
C (6.3632, -0.4149, 2.2185)
C (0.1595, 0.6015, 5.9019)
C (-2.4700, -2.3373, -0.0388)
C (0.8372, -3.2102, 0.0608)
C (-1.2689, -3.0889, -4.1279)
C (-1.3777, -2.6441, -2.8185)
C (-1.9114, -0.4365, -3.6084)
C (5.1121, -0.1006, 4.2276)
C (1.4642, -0.6970, -2.4531)
C (-1.6902, -1.3118, -2.5451)
C (-1.6249, 1.9195, 5.0015)
C (-1.4775, -2.2094, -5.1791)
C (1.0999, -4.3995, 3.8118)
C (6.3370, -0.2393, 3.5915)
C (0.7691, -3.1401, 3.3399)
C (-1.5348, -3.8079, 3.1719)
C (3.9400, -0.1492, 3.4903)
C (-0.8757, -0.0506, 3.8179)
C (-0.5579, -2.8224, 3.0234)
C (3.9978, -0.3279, 2.1098)
C (-1.7195, 1.0574, 3.9220)
C (0.3645, 2.4632, -2.1977)
C (-2.8206, -1.2312, 2.1778)
C (-0.6797, 1.7001, 5.9909)
H (-2.7161, 1.7700, 0.5363)
H (-1.0264, -4.1257, -4.3231)
H (1.5505, -2.4070, 3.1929)
H (1.8993, -0.5910, -3.4395)
H (0.0720, 4.4402, -2.5711)
H (-3.2268, -1.5565, 3.1384)
H (-2.5687, -3.6129, 2.9281)
H (1.2622, -5.2947, 0.0548)
H (5.0776, 0.0499, 5.2974)
H (5.2695, -0.5765, 0.3841)
H (-0.6021, 2.3788, 6.8297)
H (-3.9060, -4.5104, 0.1194)
H (-4.9296, 2.8220, 0.7224)
H (-5.3827, -1.2684, 2.5199)
H (-2.4501, 1.2753, 3.1554)
H (-1.9808, -0.1972, -5.7300)
H (2.3854, -3.0003, -3.4025)
H (0.3787, -6.3534, 4.3293)
H (-2.1603, 0.5964, -3.4093)
H (-1.6465, -3.0402, 0.1421)
H (-3.1438, -0.1961, 2.0309)
H (-6.8710, 1.8514, -0.4612)
H (-3.1070, -2.7837, -0.8009)
H (-4.3763, -1.2417, -2.0294)
H (-6.5815, -0.1819, -1.8409)
H (0.8911, 0.4125, 6.6768)
H (-1.3976, -2.5564, -6.2009)
H (0.4179, -3.2257, 1.0551)
H (-7.4731, -2.4926, 2.8661)
H (-1.2091, -3.3531, -2.0168)
H (-6.0318, -5.6818, 0.4123)
H (-7.8316, -4.6995, 1.8006)
H (1.6478, 3.8227, -2.9953)
H (7.2684, -0.2091, 4.1379)
H (2.1293, -4.6241, 4.0592)
H (0.7073, -1.1293, 4.7986)
H (2.9758, -0.0251, 3.9679)
H (2.3035, -5.2036, -2.2305)
H (-2.2889, 2.7716, 5.0621)
H (-1.9688, -5.8204, 3.7492)

Atoms 1-2, force components in eV/Å:
Ti -0.2903 0.7701 -0.8021
Cl 0.2165 0.4203 0.3301

***

# 4
Below is a molecular structure, C46H40FN7O5SSr in a non-equilibrium geometry, with properties calculated with the ωB97M-V functional and the def2-TZVPD basis.

- Energy above the lowest of the compared OMol25 structures with the same formula, charge and spin: 1.2 kcal/mol
- Electronic energy: -83415.932 eV
- Total charge: 0
- E_HOMO: -7.67 eV
- LUMO level: 0.0 eV
- HOMO-LUMO gap: 7.7 eV

Atoms and positions in Å:
Sr (-0.0615, 0.9160, -0.8970)
S (0.0339, 1.0279, 1.9797)
F (4.6743, 6.2522, -1.4847)
O (-3.3958, 3.9004, -1.2731)
O (2.1306, 0.6718, -0.2621)
O (-1.8534, 2.2953, -1.0588)
O (-4.3835, -12.0970, -1.2344)
O (0.8151, 3.1839, -1.3708)
N (-2.1313, -0.9233, -1.2834)
N (-1.3828, -6.4179, -1.2833)
N (1.8039, 0.7122, 3.9106)
N (0.4770, -1.8470, -1.3510)
N (2.8401, 0.9380, 1.9363)
N (-0.7406, 6.9231, -0.8436)
N (-3.4822, -5.6698, -1.2907)
C (-4.3020, -2.6544, -1.2958)
C (3.1337, 0.6970, 4.5267)
C (-2.2388, 3.5132, -1.1486)
C (-2.6674, -4.5548, -1.2972)
C (1.0555, -4.5756, -1.3144)
C (-1.1257, 4.5432, -1.0946)
C (-1.5284, 5.8400, -0.9310)
C (-1.9230, -2.2570, -1.3030)
C (-2.6886, -10.5016, -1.2092)
C (-5.7621, -12.4217, -1.2746)
C (-2.5038, 8.1477, 0.4170)
C (-0.5242, -2.7564, -1.3189)
C (-4.9778, -9.7426, -1.3030)
C (5.8957, 1.4624, -1.7292)
C (6.9762, 1.4801, -0.8577)
C (2.8380, 7.6867, -1.2278)
C (0.6878, 0.6489, 4.8570)
C (6.7698, 1.3022, 0.5030)
C (2.9873, 0.8859, 0.6293)
C (-4.4938, -1.2985, -1.2884)
C (1.1540, 5.4819, -1.1780)
C (-4.0541, -10.7794, -1.2499)
C (-2.2487, -9.1965, -1.2206)
C (-1.3668, 8.2582, -0.5852)
C (-4.5142, -8.4301, -1.3139)
C (3.3410, 6.3922, -1.3456)
C (0.2800, 4.2964, -1.2101)
C (-0.2736, -4.1319, -1.3070)
C (-2.6471, -6.7580, -1.2828)
C (-1.3950, -5.0359, -1.2926)
C (4.6142, 1.2607, -1.2371)
C (2.0605, -3.6462, -1.3375)
C (4.4017, 1.0850, 0.1276)
C (0.6397, 6.7685, -1.0226)
C (-3.3693, -0.4648, -1.2776)
C (-3.1603, -8.1406, -1.2727)
C (0.2537, 2.0168, 5.3478)
C (-2.9950, -3.1590, -1.3016)
C (2.5371, 5.2938, -1.3338)
C (5.4870, 1.1104, 0.9954)
C (-0.3193, 9.2398, -0.0887)
C (0.8951, 9.2661, -0.9907)
C (1.4886, 7.8943, -1.0786)
C (1.6379, 0.8363, 2.5810)
C (1.7202, -2.2892, -1.3540)
C (3.7539, -0.6878, 4.5311)
H (7.9779, 1.6368, -1.2375)
H (-0.0310, 8.9697, 0.9320)
H (-4.4838, -5.6894, -1.2818)
H (7.6094, 1.3171, 1.1866)
H (-5.8203, -13.5058, -1.2529)
H (-0.7935, 10.2216, -0.0379)
H (-6.2840, -12.0131, -0.4060)
H (4.7308, -0.6709, 5.0182)
H (1.6455, 9.9727, -0.6346)
H (-3.3850, 7.6483, 0.0215)
H (-0.1128, 2.6186, 4.5177)
H (2.9962, 1.0572, 5.5485)
H (3.1248, -1.3994, 5.0695)
H (-3.4619, 0.6174, -1.2544)
H (-0.5502, 1.9127, 6.0789)
H (3.7729, 1.4124, 4.0144)
H (-6.2221, -12.0521, -2.1942)
H (-2.1744, 7.6160, 1.3106)
H (-1.1911, -8.9743, -1.1889)
H (-2.5928, 6.0086, -0.8572)
H (0.5951, 9.6021, -1.9895)
H (2.9287, 4.2918, -1.4377)
H (-2.8133, 9.1528, 0.7067)
H (-1.7573, 8.6182, -1.5432)
H (1.2583, -5.6383, -1.3021)
H (-0.1383, 0.1257, 4.3826)
H (-5.4834, -0.8647, -1.2829)
H (3.5255, 8.5228, -1.2633)
H (3.8835, -1.0451, 3.5107)
H (1.0747, 2.5520, 5.8291)
H (-5.2566, -7.6430, -1.3595)
H (6.0470, 1.6100, -2.7909)
H (5.3084, 0.9799, 2.0537)
H (1.0310, 0.0309, 5.6910)
H (2.4874, -1.5224, -1.3573)
H (3.1022, -3.9348, -1.3396)
H (3.7569, 1.2512, -1.8952)
H (-1.9887, -11.3248, -1.1683)
H (-5.1491, -3.3301, -1.2954)
H (-6.0401, -9.9301, -1.3369)

Atoms 1-2, force components in eV/Å:
Sr -0.0853 -0.7257 -0.2863
S 0.2212 -0.1220 0.2681